No. 1
Molecular formula: C21H13F5N6OPtS
Method: DFT, ωB97M-V with the def2-TZVPD basis set

```
48
Properties=species:S:1:pos:R:3:forces:R:3:lowdin_charge:R:1
C -13.69749 8.23649 12.11087 -0.9 1.8 2.3 -0.37
F -8.69110 6.00547 9.85470 -1.8 -0.5 0.3 0.12
F -9.29004 5.38553 12.36247 -2.1 0.2 -0.8 0.15
N -13.69880 12.16573 8.27529 0.6 0.9 1.6 0.15
C -15.05049 8.82069 12.05115 -0.5 -1.3 -0.5 -0.06
C -17.01516 7.29863 9.37885 -0.6 1.7 2.4 -0.04
N -12.31194 8.80316 8.11408 1.5 0.1 -0.1 -0.08
N -14.29040 10.18283 9.01447 -2.0 -0.2 0.7 -0.06
C -12.61602 4.86993 10.82278 -0.3 -0.9 0.7 -0.20
H -17.62422 7.76989 12.47317 0.0 0.3 0.3 0.19
H -11.11459 7.32522 7.02537 0.2 0.7 1.0 0.12
C -13.29243 10.93029 8.67100 2.3 -1.1 -1.3 -0.25
C -11.11513 8.28674 7.57109 -1.3 0.1 -0.9 -0.08
C -10.95784 5.59335 9.17806 4.4 0.6 -1.3 -0.23
C -15.05016 12.19084 8.59148 -0.8 2.4 -1.4 -0.05
H -16.37969 10.47063 8.85525 -0.7 0.2 0.8 0.12
C -15.97712 8.11707 11.17879 0.0 0.3 -1.2 -0.23
C -13.44844 9.70421 14.05922 2.8 -1.2 -0.9 -0.01
H -13.10039 13.03528 8.21773 -1.0 -1.6 -0.1 0.21
C -10.24473 9.32107 7.38494 -0.5 -0.9 -0.4 -0.03
H -10.37829 11.37834 7.85250 -0.7 -0.7 0.0 0.19
F -13.91507 4.50961 11.11882 2.0 0.4 -0.6 0.08
H -18.89615 7.12472 10.49627 -2.0 -0.6 0.0 0.11
C -17.90996 7.41501 10.44917 1.7 -1.0 -2.2 -0.04
O -13.40533 7.24710 11.47660 0.7 -1.1 -1.1 0.04
N -10.87258 10.47718 7.77720 -0.1 -0.4 1.1 0.15
C -12.09146 10.09934 8.29842 -0.2 1.7 -0.8 -0.21
H -11.81483 8.62734 13.07158 1.1 -0.3 0.4 0.11
S -13.50575 5.96474 8.36822 -0.6 0.3 1.0 0.88
H -15.05123 10.89791 14.67644 -0.4 0.1 0.1 0.13
C -9.99275 5.69248 10.15096 1.4 0.8 -0.7 -0.11
H -16.41871 10.33917 12.87615 -0.9 -0.6 -0.6 0.14
H -17.30836 7.14701 8.35344 0.5 -0.3 -0.1 0.12
N -17.26638 7.84873 11.53911 1.7 0.3 -0.9 0.16
C -12.84741 8.83062 13.12239 -2.2 1.6 0.9 0.09
H -15.64217 13.08272 8.30984 0.5 -0.8 0.5 0.15
N -15.78452 7.81202 9.85428 -2.9 -0.9 1.6 -0.14
F -10.54903 5.51927 7.84623 -0.8 -0.4 1.8 0.05
F -11.64093 4.15134 12.97860 -0.5 1.1 -2.4 0.14
H -9.29411 9.19992 6.89113 0.1 0.6 0.1 0.14
C -12.28839 5.39949 9.52703 -3.6 -0.9 0.7 -0.43
C -15.51636 9.76048 12.93988 -1.5 -0.1 -1.6 -0.03
C -15.45367 10.98032 8.99521 1.5 -1.3 -0.8 -0.06
Pt -14.09962 8.07987 8.89296 2.3 0.8 -1.1 1.00
C -10.32339 5.40797 11.47793 3.1 -0.1 -0.2 -0.06
C -11.58736 4.75038 11.74433 -1.8 -0.9 1.8 -0.05
H -12.78552 10.13679 14.80485 -0.2 -0.1 0.1 0.12
C -14.76161 10.14559 13.96541 2.4 0.9 2.0 -0.04
```
Positions in Å, forces in eV/Å.

Results
HOMO (alpha / beta)   -0.4288 / -0.5413 Eh
Maximum force   0.09035 Eh/bohr
Expectation value of S²   6.096
Charge   +2
DFT total energy   -2227.89222 Eh
E_LUMO (alpha / beta)   -0.2257 / -0.3377 Eh
Kohn-Sham gap (alpha / beta)   5.5 / 5.5 eV
Spin multiplicity   5

***

No. 2
Molecular formula: C21H14BF9OPPt
Method: DFT, ωB97M-V with the def2-TZVPD basis set

```
48
Properties=species:S:1:pos:R:3:forces:R:3:lowdin_charge:R:1
H -5.50587 -1.11939 0.25730 -0.1 -0.1 0.0 0.10
C -4.68134 -0.70586 -0.30605 -0.1 -0.1 0.0 -0.08
C -2.29234 2.13302 4.33087 0.3 -0.4 -0.3 -0.07
C -1.56647 4.63795 0.44081 -0.1 -0.1 0.0 -0.10
H -5.10356 -1.84293 -2.07178 -0.1 -0.1 0.0 0.10
F -0.93524 -1.83136 -3.73080 -0.1 0.7 -0.8 0.12
H -1.61612 6.76546 0.65719 0.1 0.1 0.0 0.10
H -0.62121 -0.82193 4.27934 0.1 -0.1 0.0 0.12
F 2.91521 0.06991 0.52633 0.0 0.1 0.1 0.02
C 2.07432 0.62544 -0.40490 -0.5 -0.3 0.3 -0.47
H -5.17658 4.96892 -0.86858 -0.1 0.0 -0.1 0.10
H -2.78706 2.79793 5.02350 0.0 0.0 0.1 0.10
C -3.45403 6.00962 -0.13444 0.0 0.0 0.0 -0.10
H -2.73400 3.33614 2.62109 -0.1 0.1 0.0 0.10
F 1.92918 2.63194 0.87151 0.0 -0.2 0.3 0.11
H -3.99287 0.53428 1.31409 -0.1 -0.1 0.0 0.11
H -3.22658 -0.91227 -3.35225 0.1 -0.1 -0.1 0.11
C 2.27825 2.14270 -0.33054 -0.2 0.4 0.0 -0.63
C -0.20995 -0.43204 1.71720 1.8 -1.5 -4.5 -0.38
C -3.84084 0.21476 0.29084 0.1 0.1 0.0 -0.09
C -3.40397 -0.58229 -2.34209 -0.2 0.0 -0.1 -0.07
H -1.74443 0.71170 5.84477 0.0 0.0 0.0 0.10
C -1.69431 0.94833 4.78942 -0.4 0.5 0.4 -0.09
F 2.58712 0.23356 -1.62056 0.0 0.2 -0.2 0.02
P -1.52899 1.85710 0.30775 0.0 0.0 -0.3 0.98
B -0.83033 -2.66098 -2.63366 0.0 0.3 0.4 -1.33
C -0.98088 0.39827 2.53395 -1.7 2.1 2.6 -0.21
C -4.46006 -1.10856 -1.61405 0.0 0.1 0.0 -0.07
Pt 0.00105 0.14518 -0.29758 0.9 0.0 1.7 0.94
C -2.55431 0.33423 -1.75313 -0.3 0.3 0.0 -0.12
H -4.12290 2.74884 -0.72529 -0.1 0.0 0.0 0.10
H -1.72976 0.76037 -2.32218 -0.1 -0.2 0.0 0.11
H -3.91667 6.98469 -0.20745 0.0 0.0 0.0 0.10
C -1.61566 1.60291 2.07896 0.5 -1.3 -0.3 -0.30
C -4.15762 4.88015 -0.51946 -0.1 0.1 -0.1 -0.09
H -0.56159 4.52940 0.82544 0.1 0.0 0.0 0.11
C -2.27805 3.50177 0.06357 -0.1 -0.2 0.1 -0.35
F 3.53375 2.56415 -0.55695 0.3 -0.2 0.0 0.13
O 0.22544 -1.55261 1.77784 -0.5 0.8 1.2 0.07
F 1.50223 2.77459 -1.23061 0.0 -0.1 -0.2 0.10
C -2.15760 5.88485 0.34319 0.0 0.1 0.1 -0.09
F -2.05763 -3.20880 -2.33443 -0.9 -0.4 0.2 0.13
C -2.77105 0.73752 -0.43098 0.2 -0.1 0.2 -0.40
F 0.10339 -3.63493 -2.83133 0.7 -0.7 -0.1 0.15
F -0.42494 -1.83729 -1.51610 0.0 -0.1 0.1 -0.01
C -2.25909 2.43461 2.98000 -0.1 0.2 0.6 -0.08
C -3.57104 3.63076 -0.43325 0.1 0.0 0.1 -0.08
C -1.06580 0.09703 3.92683 0.2 -0.2 -1.2 -0.01
```
Positions in Å, forces in eV/Å.

Results
HOMO (alpha / beta)   -0.1350 / -0.1441 Eh
Maximum force   0.09827 Eh/bohr
Charge   -1
DFT total energy   -2268.47528 Eh
E_LUMO (alpha / beta)   0.0661 / 0.0687 Eh
Kohn-Sham gap (alpha / beta)   5.5 / 5.8 eV
Spin multiplicity   1

***

No. 3
Molecular formula: C21H14Br2N2O6S4SeSn
Method: DFT, ωB97M-V with the def2-TZVPD basis set

```
51
Properties=species:S:1:pos:R:3:forces:R:3:lowdin_charge:R:1
C 0.27471 -2.45115 -2.15843 -0.1 0.5 -0.2 -0.38
C -3.22224 -1.12627 -0.77044 -0.2 0.0 -0.1 -1.01
Se 3.02991 -2.36044 -0.20596 0.4 0.8 -0.3 1.20
C -0.17439 3.54482 3.86285 0.0 0.0 0.0 -0.05
C 1.40552 -2.08882 -4.40570 0.1 -0.1 -0.1 0.00
Br -1.75381 4.39087 6.06127 0.0 0.0 -0.1 0.78
H 0.61014 3.43809 4.59741 0.0 0.0 0.0 0.11
C 3.72681 2.67249 2.12152 0.1 0.0 0.1 -0.65
H 1.54996 -0.70500 -2.70373 0.0 -0.1 0.1 0.14
C 1.35947 2.81996 2.01651 0.3 0.0 -0.1 -0.19
C 0.79158 -3.18844 -4.86672 0.1 0.2 -0.1 -0.06
Sn -0.51367 1.34347 -0.52761 0.0 -0.5 -0.5 1.10
S -2.25538 0.57057 1.22662 -0.1 0.2 0.3 0.49
C -0.15056 -3.92458 -4.05223 -0.2 -0.1 0.2 -0.05
S -4.86238 -0.80185 1.26772 0.0 0.0 0.0 0.98
H -0.68404 -4.75129 -4.50372 0.0 0.0 0.0 0.11
H -1.29847 -3.98191 -2.27708 0.0 -0.1 0.0 0.11
C -2.13545 3.74789 2.00059 -0.1 0.0 0.0 -0.15
H 3.05203 0.52244 -1.06237 -0.9 1.1 0.1 0.12
H -0.02934 -3.29000 0.38438 0.0 0.0 0.0 0.09
H -2.89913 3.80585 1.23473 0.0 0.0 0.0 0.12
O 3.69644 -3.78582 -0.36591 0.2 -0.7 0.2 -0.52
C -3.36615 -0.49501 0.41025 0.1 -0.2 -0.2 -1.11
H 4.65878 1.62809 0.48133 0.0 0.1 0.0 0.12
H -1.70926 -3.24701 -0.20909 0.1 -0.1 0.0 0.08
C -0.47114 -3.53450 -2.81041 0.0 -0.1 -0.2 -0.01
N -0.93807 3.32870 1.61141 0.1 0.0 -0.1 0.03
C -0.86163 -2.63896 0.10255 0.2 0.1 0.0 -0.04
O 3.97404 -1.27336 -0.96880 -0.7 0.5 0.3 -0.56
S -1.89214 -0.93265 -1.89439 -0.1 0.0 0.1 0.88
O 0.41854 -0.69074 -0.52741 -0.1 0.6 0.1 -0.45
H 0.91033 -3.48343 -5.90128 0.0 0.0 0.0 0.11
H -1.14787 -2.05136 0.97281 0.0 0.0 0.0 0.07
O 1.69094 -2.71477 -2.04734 -0.1 0.0 0.3 -0.13
O 2.41499 1.32017 -0.94206 1.1 -1.9 -0.8 0.01
C -2.43935 4.09323 3.30763 0.0 0.0 0.1 -0.08
C -0.37943 -1.68736 -0.98949 -0.1 -0.1 0.0 -0.77
C 1.27955 -1.71303 -2.99801 -0.3 0.0 -0.2 -0.17
H 2.54086 3.67961 3.60323 0.0 0.0 0.0 0.11
H -3.43193 4.41865 3.58183 0.0 0.0 0.0 0.11
N 1.36667 2.17062 0.84308 0.1 -0.3 -0.2 0.06
C 0.03144 3.24183 2.52192 -0.2 0.1 0.1 -0.22
C -1.43296 3.97151 4.24815 0.0 0.0 0.0 -0.66
C 2.51761 1.81532 0.27425 0.1 0.4 1.2 -0.40
Br 5.34959 3.06116 3.00524 -0.1 -0.1 -0.1 0.80
O -6.72101 -2.31321 0.15584 0.0 0.0 0.0 -0.05
C -5.61890 -1.85804 0.04911 0.1 0.0 0.0 -1.01
S -4.53312 -2.16537 -1.31437 0.0 0.0 0.0 0.97
C 2.53238 3.11770 2.68213 0.0 0.0 0.0 -0.06
H 1.99340 -1.44637 -5.04755 0.0 -0.1 -0.1 0.11
C 3.74611 1.99771 0.92569 -0.1 -0.1 -0.1 -0.02
```
Positions in Å, forces in eV/Å.

Results
HOMO   -0.2832 Eh
Maximum force   0.04580 Eh/bohr
Charge   0
DFT total energy   -10726.07051 Eh
E_LUMO   -0.0366 Eh
Kohn-Sham gap   6.7 eV
Spin multiplicity   1

***

No. 4
Molecular formula: C21H14Br2O2S
Method: DFT, ωB97M-V with the def2-TZVPD basis set

```
40
Properties=species:S:1:pos:R:3:forces:R:3:lowdin_charge:R:1
C -4.11342 3.26968 0.49860 1.6 -0.2 -1.4 -0.09
H 0.88271 -1.76462 -2.88774 -0.4 1.3 0.0 0.12
H -2.31889 4.66257 -2.03032 -0.1 -0.6 0.8 0.12
C -1.73183 3.12099 0.96031 -0.7 -2.0 1.5 -0.12
C 1.21307 -0.84747 -0.19316 1.1 -3.5 -1.6 0.01
C 1.74276 -4.72784 3.33242 -0.1 -0.8 4.0 -0.33
C 1.82208 -3.37083 3.50632 0.6 2.9 -3.9 -0.60
H -3.33867 2.34256 2.14086 0.1 -0.9 1.1 0.09
C 0.28859 1.57645 -3.65021 0.2 -0.8 0.9 -0.01
H 0.39251 -0.33598 -4.73974 -0.1 0.7 -0.2 0.11
C 0.47411 2.07758 -2.35584 0.9 1.2 -0.4 -0.18
H -4.77707 4.34728 -1.10772 -0.9 0.7 -1.6 0.08
O 0.68303 4.45699 -2.90039 -0.1 -0.8 -1.4 0.03
H 1.41583 -0.21774 0.66754 -0.5 -0.3 0.2 0.10
H 1.22120 1.69166 -0.35554 0.1 0.4 0.3 0.08
C 1.81986 -2.60312 2.28273 -0.9 -2.7 -0.7 -0.06
C 1.00265 -0.10202 -1.46917 0.2 -0.1 0.6 -0.20
Br 2.14751 -2.22688 4.97137 -0.1 -0.9 0.6 0.80
H -5.05080 2.95418 0.79607 -2.0 -0.1 0.6 0.08
S 0.20838 4.14672 -0.50114 -0.9 0.6 1.4 1.04
C -3.06135 2.79833 1.23606 0.5 1.0 0.6 -0.08
H 0.02381 2.21492 -4.48620 0.0 0.0 0.2 0.12
O 1.75865 -5.57783 4.49273 0.0 0.0 -2.7 -0.02
C 0.39652 3.57855 -2.12742 1.1 -0.1 -0.6 -0.68
H 1.42980 -2.84855 -1.03067 -0.4 -0.2 -1.9 0.08
Br 1.36478 -7.02463 1.82353 -0.1 -2.0 0.2 0.87
C 0.74617 -0.65963 -2.74617 0.9 -0.1 1.3 -0.02
C -1.50623 3.68517 -0.24492 0.8 1.0 -1.1 -0.52
C -3.90856 3.93248 -0.71097 2.8 -0.8 1.6 -0.04
C 1.50298 -3.14726 0.97309 0.9 2.7 2.8 -0.20
H 2.08647 -1.59412 2.28038 0.1 1.5 0.5 0.06
H -0.90821 2.76654 1.63525 -0.9 0.6 -0.8 0.12
H 1.10863 -5.03851 0.02576 0.2 0.1 -0.1 0.11
C 1.00064 1.28745 -1.31763 -1.7 -0.7 -1.3 -0.01
C 0.49012 0.20282 -3.79798 -0.4 -1.0 -0.7 -0.08
C -2.55089 4.08667 -1.10319 -1.0 1.1 -0.5 -0.05
C 1.59663 -5.22563 2.05138 -0.5 -1.0 1.1 -0.67
C 1.35596 -2.24265 -0.18364 -0.1 2.7 2.0 -0.01
H 1.69201 -5.13816 5.34433 0.0 0.8 -0.3 0.08
C 1.39849 -4.50613 0.92103 -0.2 0.5 -1.0 -0.13
```
Positions in Å, forces in eV/Å.

Results
HOMO   -0.3033 Eh
Maximum force   0.09514 Eh/bohr
Charge   0
DFT total energy   -6505.24049 Eh
SMILES   O=C(Sc1ccccc1)c1cccc(/C=C/c2cc(Br)c(O)c(Br)c2)c1
E_LUMO   -0.0203 Eh
Kohn-Sham gap   7.7 eV
Spin multiplicity   1

***

Which value of spin multiplicity does entry 1 give? 5

***

Look up the charge of the fourth one. 0

***

The lowest DFT total energy belongs to which entry? C21H14Br2N2O6S4SeSn